Entry 1:
Here is one molecule with the formula C4H8O2 at a distorted geometry from the Open Molecules 2025 dataset. Energies are from the ωB97M-V functional and the def2-TZVPD basis.

Structure (XYZ):
```
14
Properties=species:S:1:pos:R:3:lowdin_charge:R:1
C -0.777 0.554 1.685 0.0053
C -0.066 -0.161 0.092 -0.1266
C -0.085 0.096 -1.506 -0.2121
O -0.134 -1.160 -2.206 -0.0913
C 1.299 -0.241 0.659 -0.2784
O 1.455 -0.105 1.851 -0.0046
H -0.580 0.070 2.683 0.0763
H -1.826 0.443 1.493 0.0270
H -0.446 1.588 1.827 0.0542
H -0.631 -1.079 0.201 0.1149
H -0.947 0.698 -1.807 0.1059
H 0.821 0.631 -1.849 0.1094
H -0.278 -0.986 -3.154 0.0929
H 2.197 -0.349 0.030 0.1271
```

Properties
Highest occupied orbital energy = -9.64 eV
Largest force on an atom = 1.84 eV/A
Structure (SMILES) = C[C@H](C=O)CO
Energy above the lowest of the compared OMol25 structures with the same formula, charge and spin = 85.5 kcal/mol
Charge = 0
Frontier orbital gap = 10.36 eV

Entry 2:
Here is a 12-piece molecular cluster, C24H72O22 overall at a distorted geometry from the Open Molecules 2025 dataset. Energies are from the ωB97M-V functional and the def2-TZVPD basis.

Structure (XYZ):
```
118
Properties=species:S:1:pos:R:3:lowdin_charge:R:1
C -2.023 -4.546 4.098 -0.0738
C -1.916 -3.107 3.685 -0.3470
O -0.999 -2.470 4.511 -0.0782
H -1.965 -4.704 5.175 0.0805
H -1.236 -5.182 3.693 0.0615
H -2.978 -4.985 3.809 0.0734
H -2.865 -2.591 3.831 0.1065
H -1.634 -3.055 2.634 0.0915
H -0.679 -1.692 4.048 0.0359
C -1.564 3.844 3.529 -0.0813
C -1.045 3.349 2.225 -0.3066
O -1.712 4.066 1.199 -0.0860
H -2.652 3.865 3.471 0.0821
H -1.158 4.756 3.966 0.0841
H -1.354 3.219 4.397 0.0771
H -1.256 2.285 2.122 0.1127
H 0.013 3.590 2.122 0.1222
H -2.621 4.181 1.486 0.0878
C 1.346 -4.554 2.282 -0.2262
C 1.740 -3.843 3.627 -0.2476
O 3.122 -3.913 3.799 -0.0651
O 1.293 -5.912 2.561 -0.0605
H 2.047 -4.335 1.476 0.1131
H 0.344 -4.226 2.006 0.0973
H 1.196 -4.090 4.539 0.1207
H 1.546 -2.772 3.566 0.0818
H 3.381 -3.553 4.650 0.0874
H 2.056 -6.117 3.106 0.0855
C 1.672 -3.556 -1.925 -0.1908
C 0.156 -3.706 -1.816 -0.2522
O -0.414 -2.557 -2.244 -0.0648
O 2.267 -2.715 -0.899 -0.0820
H 1.856 -3.150 -2.920 0.1152
H 2.116 -4.539 -1.769 0.1178
H -0.137 -3.907 -0.786 0.1153
H -0.188 -4.521 -2.454 0.1356
H -0.102 -1.894 -1.624 0.0710
H 2.959 -2.273 -1.397 0.0145
C -0.890 3.750 -3.014 -0.1808
C 0.099 4.112 -1.868 -0.1350
O 0.063 3.055 -0.872 -0.1083
O -2.232 4.008 -2.604 -0.0641
H -0.695 2.742 -3.381 0.1118
H -0.664 4.327 -3.911 0.1267
H -0.145 5.045 -1.359 0.1336
H 1.113 4.249 -2.244 0.1133
H -0.461 3.373 -0.134 0.0521
H -2.797 4.061 -3.379 0.0938
C 3.612 3.128 -0.705 -0.1641
C 5.015 3.471 -1.365 -0.2376
O 4.947 4.601 -2.161 -0.0478
O 2.638 2.510 -1.570 -0.1252
H 3.188 4.003 -0.212 0.1242
H 3.753 2.363 0.057 0.1095
H 5.387 2.645 -1.971 0.1082
H 5.759 3.598 -0.579 0.1203
H 4.250 4.437 -2.801 0.0878
H 1.796 2.738 -1.168 0.0235
C -4.737 0.936 -2.857 -0.2419
C -4.578 1.781 -1.582 -0.1687
O -3.203 1.865 -1.093 -0.0959
O -4.109 1.540 -3.946 -0.0638
H -5.799 0.801 -3.065 0.1219
H -4.319 -0.064 -2.735 0.1114
H -5.024 1.188 -0.784 0.1034
H -4.948 2.796 -1.726 0.1209
H -2.734 2.522 -1.612 0.0277
H -4.637 2.305 -4.188 0.0909
C -2.936 -1.416 0.283 -0.1871
C -4.254 -2.072 0.741 -0.2028
O -5.427 -1.354 0.326 -0.0722
O -2.616 -0.175 0.966 -0.0804
H -2.861 -1.277 -0.795 0.1175
H -2.127 -2.146 0.327 0.0963
H -4.262 -2.173 1.826 0.1072
H -4.390 -3.054 0.287 0.1237
H -5.444 -0.573 0.884 0.0712
H -2.627 0.540 0.326 0.0490
C 2.385 -0.253 -3.362 -0.1801
C 3.856 -0.256 -2.967 -0.2394
O 4.171 -1.455 -2.334 -0.0423
O 1.910 1.065 -3.757 -0.0766
H 1.849 -0.560 -2.464 0.0936
H 2.278 -0.952 -4.191 0.1337
H 4.043 0.578 -2.291 0.1017
H 4.468 -0.014 -3.835 0.1337
H 4.535 -2.010 -3.028 0.1166
H 2.159 1.642 -3.031 0.0330
C -1.443 -0.355 -4.218 -0.2247
C -1.270 0.647 -5.390 -0.2018
O 0.088 0.947 -5.813 -0.0920
O -0.814 -1.547 -4.644 -0.0798
H -2.510 -0.534 -4.090 0.0964
H -1.023 -0.099 -3.245 0.1053
H -1.792 1.567 -5.128 0.0779
H -1.655 0.262 -6.334 0.1182
H 0.729 0.844 -5.106 0.0120
H -0.528 -2.035 -3.868 0.0190
C 1.000 0.143 0.296 -0.1888
C 0.629 -1.044 1.237 -0.2045
O -0.327 -0.676 2.221 -0.0851
O -0.056 0.355 -0.662 -0.0722
H 1.774 -0.262 -0.356 0.0881
H 1.352 1.009 0.856 0.1222
H 1.549 -1.373 1.721 0.1136
H 0.172 -1.825 0.629 0.0934
H -1.121 -0.525 1.702 0.0133
H -0.171 1.306 -0.715 0.0283
C 2.838 0.406 4.865 -0.2244
C 1.300 0.389 5.245 -0.2265
O 1.096 0.662 6.604 -0.0500
O 3.303 1.758 4.872 -0.0718
H 3.049 -0.085 3.915 0.1052
H 3.404 -0.177 5.592 0.1101
H 0.823 -0.577 5.074 0.0991
H 0.849 1.102 4.555 0.1042
H 1.644 1.391 6.904 0.0843
H 4.144 1.673 4.418 0.0786
```

Properties
Highest occupied orbital energy = -9.13 eV
Largest force on an atom = 2.52 eV/A
Structure (SMILES) = OCCO.OCCO.OCCO.OCCO.OCCO.OCCO.OCCO.OCCO.OCCO.OCCO.CCO.CCO
Energy above the lowest of the compared OMol25 structures with the same formula, charge and spin = 24.2 kcal/mol
Charge = 0
Frontier orbital gap = 9.28 eV

Entry 3:
Here is C12H24F5Hf2O6P as an isolated structure at a distorted geometry from the Open Molecules 2025 dataset. Energies are from the ωB97M-V functional and the def2-TZVPD basis.

Structure (XYZ):
```
50
Properties=species:S:1:pos:R:3:lowdin_charge:R:1
Hf -0.759 0.986 -1.988 2.3987
Hf 2.027 -1.517 0.832 2.3870
F 0.745 2.434 -1.073 -0.4212
F 0.385 -0.217 -0.223 -0.4869
F 0.723 -3.110 -0.082 -0.4248
O 2.704 -1.303 -1.335 -0.3689
P 2.491 -0.597 -2.674 0.3760
O 1.163 0.113 -2.813 -0.3772
F 2.641 -1.627 -3.836 0.0063
F 3.616 0.414 -2.913 0.0175
C 3.064 2.842 1.597 0.0351
C 3.492 1.839 0.537 -0.3654
O 2.938 0.715 0.464 -0.1470
C 4.526 2.299 -0.448 0.0398
H 2.076 2.625 1.995 0.0689
H 3.198 3.875 1.284 0.1191
H 3.786 2.687 2.408 0.1287
H 5.275 2.911 0.056 0.1261
H 4.033 2.954 -1.171 0.1290
H 4.965 1.454 -0.975 0.0941
C -0.872 3.267 2.016 0.0381
C -1.851 2.487 1.170 -0.3736
O -1.508 1.935 0.116 -0.1397
C -3.261 2.333 1.714 0.0526
H -1.337 3.965 2.708 0.1133
H -0.108 3.812 1.463 0.0991
H -0.369 2.499 2.612 0.1085
H -3.461 3.124 2.430 0.1136
H -3.344 1.322 2.119 0.1003
H -3.882 2.313 0.817 0.1119
C -2.384 -1.705 1.238 0.0328
C -1.349 -1.685 2.326 -0.3919
O -0.140 -1.636 2.059 -0.1055
C -1.814 -1.660 3.743 0.0456
H -3.357 -2.113 1.500 0.1181
H -2.039 -2.247 0.358 0.0640
H -2.430 -0.656 0.929 0.0785
H -1.682 -0.655 4.149 0.1182
H -1.257 -2.409 4.306 0.1245
H -2.883 -1.863 3.763 0.1070
C -2.239 -3.430 -2.225 0.0319
C -1.258 -2.523 -2.858 -0.3598
O -0.927 -1.423 -2.346 -0.1498
C -0.597 -2.901 -4.164 0.0454
H -2.961 -2.889 -1.611 0.0934
H -1.741 -4.105 -1.522 0.1278
H -2.817 -4.001 -2.949 0.1247
H -0.025 -2.043 -4.516 0.0788
H -1.303 -3.163 -4.953 0.1264
H 0.103 -3.729 -4.033 0.1307
```

Properties
Highest occupied orbital energy = -22.57 eV
Largest force on an atom = 10.08 eV/A
Energy above the lowest of the compared OMol25 structures with the same formula, charge and spin = 23.8 kcal/mol
Charge = +4
Frontier orbital gap = 6.80 eV

Entry 4:
Here is C39H47IN8O4S as an isolated structure from the Open Molecules 2025 dataset. Energies are from the ωB97M-V functional and the def2-TZVPD basis.

Structure (XYZ):
```
100
Properties=species:S:1:pos:R:3:lowdin_charge:R:1
O -2.313 1.589 2.985 -0.3953
S -3.288 1.391 1.945 0.8158
O -4.343 0.294 2.458 -0.9570
I -3.823 -1.636 2.669 1.0575
O -2.558 0.433 0.835 -0.4147
C -2.604 0.851 -0.511 -0.2373
O -1.455 1.600 -0.864 -0.0281
C -0.360 1.478 -0.036 -0.2913
C 0.225 2.631 0.463 0.0101
C 1.336 2.530 1.288 -0.0551
C 1.840 1.280 1.633 -0.0956
C 1.237 0.134 1.129 -0.1077
C 0.155 0.225 0.278 -0.0294
H -3.472 1.482 -0.713 0.1321
H -2.662 -0.053 -1.120 0.1418
H -0.188 3.594 0.193 0.1253
H 1.801 3.430 1.671 0.0938
H 2.697 1.210 2.291 0.1050
H 1.613 -0.841 1.419 0.1021
H -0.308 -0.676 -0.106 0.1307
N 2.473 -0.289 -2.232 0.0186
C 1.633 0.298 -3.136 -0.1327
C 2.109 0.018 -4.391 -0.1163
C 3.283 -0.769 -4.232 -0.1237
C 3.481 -0.940 -2.888 -0.1441
H 2.359 -0.241 -1.234 0.1124
H 0.773 0.860 -2.812 0.1030
H 1.662 0.339 -5.318 0.0851
H 3.903 -1.168 -5.017 0.0920
H 4.247 -1.470 -2.347 0.1039
N 1.190 -0.231 4.758 0.0167
C 0.116 -0.623 5.504 -0.1471
C 0.579 -1.003 6.736 -0.1096
C 1.991 -0.824 6.732 -0.1076
C 2.336 -0.341 5.498 -0.1401
H 1.138 0.091 3.808 0.1034
H -0.878 -0.597 5.091 0.1058
H -0.025 -1.370 7.550 0.0776
H 2.672 -1.025 7.543 0.0890
H 3.294 -0.070 5.087 0.1034
N -1.798 -0.487 9.963 0.0007
C -2.873 -0.882 10.710 -0.1447
C -2.411 -1.259 11.942 -0.1153
C -1.000 -1.083 11.937 -0.1138
C -0.654 -0.605 10.702 -0.1480
H -1.840 -0.161 9.015 0.1355
H -3.870 -0.861 10.305 0.1033
H -3.015 -1.621 12.757 0.0875
H -0.319 -1.284 12.747 0.0877
H 0.304 -0.339 10.288 0.1030
N 2.299 -5.552 -5.302 0.0034
C 1.243 -5.340 -6.144 -0.1316
C 0.602 -4.205 -5.722 -0.1220
C 1.301 -3.710 -4.588 -0.1100
C 2.347 -4.563 -4.356 -0.1361
H 2.946 -6.315 -5.371 0.1435
H 1.040 -6.005 -6.965 0.1078
H -0.276 -3.777 -6.176 0.0729
H 1.068 -2.825 -4.019 0.0843
H 3.118 -4.547 -3.605 0.1043
N 0.026 -1.344 -7.541 0.0150
C -1.307 -1.295 -7.243 -0.1421
C -1.924 -0.522 -8.190 -0.1120
C -0.915 -0.089 -9.095 -0.1304
C 0.276 -0.613 -8.666 -0.1319
H 0.717 -1.843 -7.006 0.1201
H -1.704 -1.811 -6.386 0.1038
H -2.976 -0.292 -8.230 0.0919
H -1.044 0.529 -9.970 0.0845
H 1.272 -0.526 -9.065 0.1082
N 0.271 -3.846 2.019 0.0135
C -0.844 -4.534 1.624 -0.1352
C -1.775 -4.427 2.623 -0.1734
C -1.197 -3.641 3.660 -0.1786
C 0.064 -3.296 3.256 -0.1335
H 1.114 -3.762 1.483 0.1409
H -0.880 -5.041 0.675 0.1088
H -2.758 -4.868 2.615 0.0862
H -1.652 -3.363 4.596 0.0838
H 0.826 -2.710 3.742 0.0979
N 2.790 5.724 3.448 -0.0057
C 1.783 5.244 4.244 -0.1516
C 2.343 4.831 5.422 -0.1086
C 3.742 5.073 5.334 -0.1122
C 3.986 5.625 4.106 -0.1453
H 2.670 6.093 2.523 0.1392
H 0.762 5.236 3.905 0.1059
H 1.811 4.403 6.255 0.0913
H 4.483 4.867 6.089 0.0889
H 4.902 5.956 3.648 0.1035
N -2.781 2.928 -9.162 0.0122
C -3.821 3.200 -10.007 -0.1433
C -4.443 4.334 -9.556 -0.1169
C -3.747 4.762 -8.393 -0.1167
C -2.727 3.874 -8.177 -0.1404
H -2.152 2.149 -9.247 0.0953
H -4.029 2.567 -10.852 0.1037
H -5.300 4.804 -10.009 0.0868
H -3.970 5.623 -7.785 0.0864
H -1.972 3.834 -7.412 0.1052
```

Properties
Highest occupied orbital energy = -8.13 eV
Largest force on an atom = 0.61 eV/A
Charge = 0
Frontier orbital gap = 6.88 eV

Entry 5:
Here is one molecule with the formula C3H4N2O at a distorted geometry from the Open Molecules 2025 dataset. Energies are from the ωB97M-V functional and the def2-TZVPD basis.

Structure (XYZ):
```
10
Properties=species:S:1:pos:R:3:lowdin_charge:R:1
O -1.370 1.777 0.090 0.0799
C -0.577 0.870 0.074 -0.4494
C -0.818 -0.631 0.140 -0.1241
N 0.487 -1.234 0.193 0.0022
C 1.396 -0.308 0.040 -0.1844
N 0.817 0.971 -0.005 0.1105
H -1.383 -0.929 1.017 0.1267
H -1.358 -0.997 -0.748 0.1410
H 1.667 -1.107 -0.717 0.1516
H 1.290 1.866 -0.045 0.1461
```

Properties
Highest occupied orbital energy = -9.49 eV
Largest force on an atom = 2.77 eV/A
Structure (SMILES) = O=C1CN=CN1
Energy above the lowest of the compared OMol25 structures with the same formula, charge and spin = 64.5 kcal/mol
Charge = 0
Frontier orbital gap = 10.12 eV

Entry 6:
Here is one molecule with the formula C6H11N3O3 at a distorted geometry from the Open Molecules 2025 dataset. Energies are from the ωB97M-V functional and the def2-TZVPD basis.

Structure (XYZ):
```
23
Properties=species:S:1:pos:R:3:lowdin_charge:R:1
C 1.751 -0.823 0.100 -0.4299
C 0.813 1.128 -0.549 -0.4083
C -3.385 0.844 0.374 -0.0418
C 2.764 1.276 0.861 0.0367
C 0.311 -2.549 -1.083 0.0125
C -1.766 0.668 0.455 -0.1760
N 1.803 0.528 0.069 0.0086
N 0.520 -1.178 -0.521 -0.0500
N -0.065 -0.070 -1.063 -0.0275
O 2.553 -1.612 0.587 0.0869
O 0.537 2.268 -0.783 0.1345
O -1.439 0.058 -0.842 -0.1031
H -3.972 0.193 1.163 0.1060
H -3.634 1.920 0.395 0.0630
H -3.645 0.558 -0.624 0.0432
H 3.726 0.616 0.718 0.1443
H 2.525 2.261 0.592 0.0748
H 2.642 1.171 1.934 0.0933
H -0.611 -2.912 -0.692 0.0644
H 0.163 -2.586 -2.221 0.1187
H 1.051 -3.212 -0.744 0.0606
H -1.528 -0.059 1.240 0.1017
H -1.113 1.512 0.634 0.0876
```

Properties
Highest occupied orbital energy = -8.85 eV
Largest force on an atom = 4.99 eV/A
Structure (SMILES) = CCOn1c(=O)n(C)c(=O)n1C
Energy above the lowest of the compared OMol25 structures with the same formula, charge and spin = 89.1 kcal/mol
Charge = 0
Frontier orbital gap = 9.56 eV

Entry 7:
Here is C3H3CdO4 as an isolated structure at a distorted geometry from the Open Molecules 2025 dataset. Energies are from the ωB97M-V functional and the def2-TZVPD basis.

Structure (XYZ):
```
11
Properties=species:S:1:pos:R:3:lowdin_charge:R:1
C 1.626 -0.796 -0.014 -0.0842
C 0.668 -1.907 0.341 -0.1824
O -0.557 -1.443 0.664 -0.0083
O 1.208 0.351 -0.053 -0.0480
H 2.676 -1.033 -0.242 0.1811
H 0.572 -2.654 -0.485 0.2103
Cd -0.692 0.665 0.549 1.5845
O -2.935 3.910 -1.024 0.3802
O -1.426 2.348 -0.229 0.0472
C -2.190 3.119 -0.669 -0.2885
H 1.051 -2.560 1.162 0.2082
```

Properties
Spin multiplicity = 2
Highest occupied orbital energy (spin up / spin down) = -21.33 / -21.28 eV
Largest force on an atom = 3.55 eV/A
Energy above the lowest of the compared OMol25 structures with the same formula, charge and spin = 0.0 kcal/mol
Charge = +2
Frontier orbital gap (spin up / spin down) = 11.18 / 8.31 eV

Entry 8:
Here is a 2-piece molecular cluster, CHNO2PS overall at a distorted geometry from the Open Molecules 2025 dataset. Energies are from the ωB97M-V functional and the def2-TZVPD basis.

Structure (XYZ):
```
7
Properties=species:S:1:pos:R:3:lowdin_charge:R:1
C -0.150 0.379 -2.453 -0.3916
N -0.460 -0.626 -2.902 0.0776
O 0.820 2.954 -1.795 -0.4352
O 0.662 0.319 0.481 -0.5088
P -0.213 1.931 -1.532 0.2004
S -2.028 2.455 -1.040 0.1369
H -0.080 0.075 1.125 -0.0793
```

Properties
Highest occupied orbital energy (spin up / spin down) = -4.70 / -4.70 eV
Largest force on an atom = 2.24 eV/A
Energy above the lowest of the compared OMol25 structures with the same formula, charge and spin = 75.7 kcal/mol
Charge = -1
Frontier orbital gap (spin up / spin down) = 7.73 / 7.74 eV

> What is the largest force on an atom in the fourth record?

0.61 eV/A

> The highest largest force on an atom belongs to which entry?

C12H24F5Hf2O6P

> Which of these has the highest charge?

C12H24F5Hf2O6P